The following is a quantum chemistry calculation of a single C5H11NO molecule, from the OMol25 dataset.

```
18
C5H11NO (ωB97M-V/def2-TZVPD)
C -2.46169 0.20832 1.26133
O -1.81989 -0.02369 0.03265
C -0.62098 0.68252 -0.09722
C 0.60249 0.13050 0.69323
N 1.27026 0.00056 -0.57666
C 2.29832 -0.95392 -0.78667
C 0.12938 0.30416 -1.39775
H -3.38800 -0.37099 1.25437
H -2.70636 1.27374 1.39340
H -1.84668 -0.11538 2.11499
H -0.77224 1.76066 0.04822
H 1.15787 0.82548 1.33738
H 0.38256 -0.79254 1.27613
H 1.94210 -1.95023 -0.49288
H 3.16300 -0.60003 -0.19334
H 2.64693 -0.98236 -1.82721
H -0.37130 -0.51194 -1.95152
H 0.39422 1.11516 -2.08845
```

Calculated values
* gap between HOMO and LUMO: 9.13 eV
* M: 101.1 g mol⁻¹
* electronic energy: -8899.0223 eV
* LUMO energy: 1.08 eV
* relative energy (zero: lowest compared OMol25 entry of this formula, charge and spin): 2.675 eV
* SMILES string: COC1CN(C)C1

The following is a quantum chemistry calculation of 6 unconnected molecules or ions with the total composition C35H38F5NO3P in a non-equilibrium geometry, from the OMol25 dataset.

```
83
C35H38F5NO3P (ωB97M-V/def2-TZVPD)
C 5.27158 0.33691 2.15230
C 3.79792 0.67056 2.31120
C 3.39560 1.57380 3.44878
N 1.90126 1.78122 3.18248
C 1.65520 1.43202 1.72123
P 0.65495 -0.07656 1.45359
O 1.17372 -0.78433 0.28465
O -0.83506 0.42794 1.38750
O 0.66365 -0.95936 2.78910
C 3.08193 1.36596 1.16304
H 5.87133 1.17717 1.81662
H 5.36966 -0.51786 1.49233
H 5.66413 0.01729 3.11766
H 3.29165 -0.29597 2.38604
H 3.51735 1.15419 4.44437
H 3.92836 2.51950 3.45361
H 1.58298 2.71534 3.42765
H 1.42045 1.10603 3.77851
H 1.06956 2.19903 1.21562
H -1.43160 -0.29995 1.61898
H 1.47913 -1.46959 2.84911
H 3.17090 0.95707 0.16428
H 3.31178 2.43023 1.05595
F 0.39790 -7.24742 -0.40268
C -0.16085 -6.02425 -0.40834
C -1.52343 -5.91285 -0.60346
C -2.09503 -4.64970 -0.60489
C -1.30176 -3.52496 -0.42136
C 0.06725 -3.65792 -0.22989
C 0.64603 -4.92003 -0.21916
H -2.11882 -6.80346 -0.75253
H -3.16149 -4.54364 -0.75464
H -1.75406 -2.54018 -0.43408
H 0.68028 -2.77958 -0.09247
H 1.70897 -5.05373 -0.06780
F 7.41305 3.95816 -1.05532
C 6.28952 3.62087 -1.71513
C 6.30337 2.52869 -2.55773
C 5.12268 2.16120 -3.18687
C 3.95823 2.88686 -2.97209
C 3.97612 3.99305 -2.13150
C 5.15001 4.36629 -1.49453
H 7.21973 1.97295 -2.70423
H 5.10956 1.29692 -3.83661
H 3.03903 2.58480 -3.45563
H 3.07123 4.56185 -1.96168
H 5.18555 5.21361 -0.82242
F -8.55430 -2.97736 -3.73904
C -7.75638 -3.66812 -2.89747
C -7.14148 -4.81664 -3.35167
C -6.31870 -5.51729 -2.48244
C -6.13205 -5.06729 -1.18245
C -6.76580 -3.91102 -0.74912
C -7.58425 -3.19748 -1.61147
H -7.30733 -5.15046 -4.36690
H -5.82298 -6.41630 -2.82255
H -5.49348 -5.61981 -0.50539
H -6.62480 -3.56189 0.26501
H -8.08291 -2.29008 -1.29683
F -9.26193 0.77420 -1.47242
C -10.46013 0.45539 -2.01494
C -10.54671 -0.65884 -2.82300
C -11.77724 -0.98746 -3.37203
C -12.89081 -0.19957 -3.11480
C -12.77521 0.91917 -2.30128
C -11.55132 1.25308 -1.73957
H -9.66745 -1.25468 -3.01634
H -11.86406 -1.86177 -4.00284
H -13.84766 -0.45745 -3.54784
H -13.64074 1.53622 -2.10201
H -11.44039 2.11631 -1.09723
F 7.02244 2.82342 2.79665
C 8.15203 3.56856 2.96291
C 8.42267 4.09282 4.20856
C 9.57403 4.84947 4.37295
C 10.42280 5.07397 3.29818
C 10.12389 4.53702 2.05359
C 8.98059 3.77153 1.87996
H 7.74468 3.91056 5.03183
H 9.80741 5.26418 5.34383
H 11.31682 5.66726 3.43123
H 10.78118 4.71385 1.21357
H 8.73001 3.33830 0.92174
```

Calculated values
* gap between HOMO and LUMO: 7.04 eV
* M: 646.7 g mol⁻¹
* electronic energy: -67416.1764 eV
* LUMO energy: -3.22 eV
* relative energy (zero: lowest compared OMol25 entry of this formula, charge and spin): 0.440 eV
* total charge: +1

The following is a quantum chemistry calculation of a molecular structure, C60H42HgN11O2P in a non-equilibrium geometry, from the OMol25 dataset.

```
117
C60H42HgN11O2P (ωB97M-V/def2-TZVPD)
Hg 12.19482 -24.68882 6.74212
C 19.02840 -17.93584 16.15293
O 17.62719 -17.77052 15.97011
C 17.07374 -18.41709 14.92266
C 15.72244 -18.21432 14.72807
C 15.11229 -18.80524 13.61538
C 15.84240 -19.59679 12.73373
C 17.19043 -19.81448 12.99410
C 17.82816 -19.20122 14.03853
C 15.15367 -20.21662 11.58577
N 14.00470 -19.93364 11.05562
C 13.95117 -20.66803 9.89817
C 15.11106 -21.40266 9.76612
N 15.88530 -21.08387 10.81293
C 15.31771 -22.42074 8.74662
C 16.50943 -22.98687 8.37808
C 16.51682 -24.01759 7.43229
C 15.35273 -24.38399 6.85214
N 14.15808 -23.77038 7.07236
C 14.13680 -22.71255 7.96674
C 13.04528 -21.83304 7.97533
N 12.06970 -22.03614 7.07116
C 11.08403 -21.15629 6.95598
C 10.92421 -20.03296 7.76000
C 11.85521 -19.84420 8.78763
C 12.94751 -20.74415 8.87942
H 19.26411 -17.27773 16.96394
H 19.57031 -17.61861 15.25529
H 19.27199 -18.94187 16.50086
H 15.16745 -17.60785 15.43363
H 14.03925 -18.73179 13.36439
H 17.78137 -20.42706 12.32394
H 18.89642 -19.29620 14.18622
H 16.68487 -21.64306 11.08776
H 17.44579 -22.69607 8.82192
H 17.43815 -24.48710 7.10350
H 15.27347 -25.22381 6.18917
H 10.33886 -21.31243 6.15146
H 10.10920 -19.40846 7.52881
H 11.82357 -19.04429 9.50255
C 7.16286 -28.60914 11.73762
C 7.91825 -29.46511 10.94901
C 8.90564 -28.92648 10.11234
C 9.14999 -27.55838 10.08353
C 8.41265 -26.69320 10.90930
C 7.42566 -27.22342 11.72298
P 10.44642 -26.93919 8.97873
C 11.16339 -25.70561 10.14900
C 11.91722 -26.21654 11.22990
C 12.61167 -25.43120 12.13506
C 12.58312 -24.06899 11.96974
C 11.83148 -23.49930 10.93091
C 11.11352 -24.31592 10.02730
C 9.42065 -25.96474 7.85942
C 8.03365 -26.07885 7.81848
C 7.24472 -25.36272 6.92465
C 7.88042 -24.47604 6.05745
C 9.27664 -24.33027 6.07803
C 10.08063 -25.12231 6.96005
H 6.40921 -28.99497 12.43060
H 7.73218 -30.55054 10.96993
H 9.51215 -29.53926 9.48086
H 8.57262 -25.61525 10.92157
H 6.77727 -26.61658 12.30539
H 11.96993 -27.28912 11.43769
H 13.21464 -25.92024 12.87815
H 13.13940 -23.43461 12.66553
H 11.83240 -22.40830 10.78449
H 10.58666 -23.86349 9.22343
H 7.56933 -26.71341 8.57872
H 6.17889 -25.50518 6.91962
H 7.29482 -23.84331 5.38085
H 9.78288 -23.65238 5.37201
C 17.70601 -38.58102 7.98536
O 17.02842 -38.11209 6.85902
C 16.49373 -36.84305 6.89208
C 16.53394 -36.02931 8.02672
C 16.10784 -34.69273 7.95129
C 15.64062 -34.17759 6.74416
C 15.57829 -35.05609 5.62724
C 16.02174 -36.34503 5.66893
C 15.24206 -32.76853 6.74112
N 15.35885 -31.97481 7.77964
C 14.81168 -30.78714 7.38527
C 14.37355 -30.84542 6.06912
N 14.61620 -32.16350 5.68564
C 13.90256 -29.77175 5.30851
C 13.39178 -29.87988 4.00956
C 12.90403 -28.72297 3.38632
C 12.94034 -27.52745 4.11271
N 13.36669 -27.41041 5.33069
C 13.85200 -28.50407 5.96516
C 14.27954 -28.37149 7.33739
N 14.24770 -27.17947 7.94921
C 14.50206 -27.08506 9.23709
C 14.75663 -28.20808 10.06769
C 14.89536 -29.42801 9.47287
C 14.66797 -29.53323 8.11288
H 18.18500 -39.48629 7.67951
H 17.04816 -38.78773 8.81429
H 18.48611 -37.87111 8.31254
H 16.83912 -36.35877 9.00916
H 16.22681 -34.05501 8.81618
H 15.19461 -34.73208 4.69275
H 15.99614 -36.98485 4.77212
H 14.55949 -32.52444 4.76222
H 13.39517 -30.81307 3.50032
H 12.48890 -28.70868 2.36313
H 12.56590 -26.60881 3.67368
H 14.46908 -26.08244 9.59283
H 14.92160 -28.04662 11.11360
H 15.23962 -30.32311 9.99767
N 15.94223 -24.45191 2.13635
C 14.90135 -24.11513 2.53251
N 13.72312 -23.58945 2.80574
C 12.78291 -24.12362 3.50874
N 11.85297 -24.53396 4.11110
```

Calculated values
* gap between HOMO and LUMO (spin up / spin down): 4.30 / 6.99 eV
* M: 1180.6 g mol⁻¹
* electronic energy: -96853.3079 eV
* LUMO energy (spin up / spin down): 1.79 / 1.79 eV
* relative energy (zero: lowest compared OMol25 entry of this formula, charge and spin): 0.000 eV
* total charge: -1
* multiplicity: 2

The following is a quantum chemistry calculation of a molecular structure, C6H10N2O in a non-equilibrium geometry, from the OMol25 dataset.

```
19
C6H10N2O (ωB97M-V/def2-TZVPD)
C 0.33569 -0.86894 -0.08744
C 1.43781 -0.54389 0.92334
C 2.51232 0.12569 0.27648
C -1.15076 -0.56025 0.05184
C -2.00525 -1.52926 -0.20116
C -0.88187 1.77837 0.06272
H 0.80452 0.22367 -1.66405
H 0.58241 -2.06119 0.23465
H 1.34000 -0.70321 2.08469
H 3.58247 0.10163 0.83751
H 2.27613 0.03770 -1.08753
H -1.82769 -2.57179 -0.33614
H -3.29496 -1.33923 -0.62084
H -2.05746 0.86078 1.38664
H -1.35119 2.62417 0.51944
H 0.29598 2.68921 -0.73487
N -1.63931 0.66768 0.38616
N 0.11733 1.77541 -0.74284
O 0.92385 -0.70655 -1.28861
```

Calculated values
* gap between HOMO and LUMO: 8.70 eV
* M: 126.2 g mol⁻¹
* electronic energy: -11404.6893 eV
* LUMO energy: 0.50 eV
* relative energy (zero: lowest compared OMol25 entry of this formula, charge and spin): 7.398 eV

The following is a quantum chemistry calculation of 2 unconnected molecules or ions with the total composition C8H8N4S in a non-equilibrium geometry, from the OMol25 dataset.

```
21
C8H8N4S (ωB97M-V/def2-TZVPD)
C -1.75388 0.33700 2.21109
C -1.08448 0.61210 1.03099
C -1.39024 -0.75832 2.98051
C -0.04820 -0.20314 0.60999
C -0.36595 -1.58833 2.56914
C 0.29762 -1.30537 1.38063
C 2.04436 -2.10959 -0.19677
C 1.97083 0.63636 -3.34286
N 2.87524 -3.12391 -0.23684
N 2.63939 -3.77551 0.87594
N 1.72495 -3.24009 1.60442
N 1.31494 -2.15900 0.94773
S 2.76560 0.88133 -1.75261
H -2.55939 0.97617 2.53711
H -1.36732 1.46544 0.43366
H -1.90847 -0.96795 3.90325
H 0.49449 0.00823 -0.29940
H -0.06606 -2.45081 3.14303
H 1.68702 -0.40853 -3.43518
H 2.67295 0.89973 -4.12897
H 1.09009 1.27084 -3.40210
```

Calculated values
* gap between HOMO and LUMO (spin up / spin down): 5.18 / 5.19 eV
* M: 192.2 g mol⁻¹
* electronic energy: -25214.7260 eV
* LUMO energy (spin up / spin down): -4.00 / -4.00 eV
* relative energy (zero: lowest compared OMol25 entry of this formula, charge and spin): 6.393 eV

The following is a quantum chemistry calculation of a molecular structure, C18H27O14Pt in a non-equilibrium geometry, from the OMol25 dataset.

```
60
C18H27O14Pt (ωB97M-V/def2-TZVPD)
Pt -2.23879 0.59859 2.61953
C -0.61424 -0.78787 -0.88446
C -1.19310 -0.21707 0.38045
O -1.68129 0.93525 0.44957
O -1.23463 -0.93694 1.42751
H -1.39001 -1.05526 -1.60018
H 0.13822 -1.56968 -0.79832
H -0.04347 0.01338 -1.36959
C -0.44448 -4.52655 -1.82820
C 0.82973 -4.76119 -0.99727
C 0.99576 -6.25140 -0.76997
O 2.37998 -6.55290 -1.10094
C 2.83799 -5.47896 -1.81725
O 3.91803 -5.46272 -2.29155
O 1.97129 -4.45637 -1.79591
H -1.30890 -4.67704 -1.17605
H -0.53826 -5.26934 -2.61629
H -0.40615 -3.52093 -2.24334
H 0.75277 -4.12622 -0.11527
H 0.52787 -6.86570 -1.54668
H 0.55773 -6.63244 0.15271
C 3.55884 -3.04584 1.16995
C 2.55218 -1.97397 0.71876
C 2.74598 -0.56005 1.35287
O 3.17460 0.20472 0.25030
C 3.13160 -0.45843 -0.88481
O 3.40304 -0.03158 -1.96545
O 2.74172 -1.76371 -0.68443
H 4.47263 -3.13106 0.57759
H 3.07774 -4.00570 0.95058
H 3.87363 -3.07147 2.21303
H 1.62211 -2.41352 1.08675
H 3.55628 -0.55187 2.07804
H 1.81698 -0.22467 1.81509
C -5.51294 1.40890 -0.29250
C -4.53308 2.55618 -0.49902
C -3.61799 2.33682 -1.73147
O -3.82806 3.55490 -2.48473
C -4.45419 4.47820 -1.71281
O -4.54565 5.62916 -1.96999
O -5.07218 3.86012 -0.65904
H -6.33153 1.77560 0.32678
H -5.08820 0.44423 -0.02180
H -5.99438 1.20155 -1.25456
H -3.82995 2.76379 0.32492
H -4.01256 1.55626 -2.37801
H -2.56752 2.24158 -1.48170
C -0.39335 4.17749 1.46297
C 1.00911 4.74216 1.30373
C 1.63606 5.43859 2.51863
O 2.96861 4.95075 2.49433
C 3.05966 3.84443 1.71529
O 4.01700 3.14451 1.62871
O 1.90290 3.61308 1.11068
H -1.18938 4.90454 1.30971
H -0.50832 3.84180 2.50178
H -0.51021 3.30661 0.81940
H 1.10213 5.26470 0.35120
H 1.14948 5.07256 3.42521
H 1.60118 6.52001 2.43550
```

Calculated values
* gap between HOMO and LUMO (spin up / spin down): 4.97 / 3.56 eV
* M: 662.5 g mol⁻¹
* electronic energy: -51003.1084 eV
* LUMO energy (spin up / spin down): -7.91 / -9.32 eV
* relative energy (zero: lowest compared OMol25 entry of this formula, charge and spin): 3.502 eV
* total charge: +1
* multiplicity: 3